(1)
DFT (ωB97M-V/def2-TZVPD) results for a structure of composition C8H12B2Be2F8N4.

Output
**E_HOMO**: -16.792 eV
**Orbital gap**: 5.7 eV
**Net charge**: +2

Element x y z (Å)
1 Be -1.665247 -3.225939 -1.049819
2 Be -0.667979 1.444310 -3.528892
3 B -1.226143 -0.373342 -0.316789
4 F -1.078385 0.147631 0.943108
5 F -0.335055 -1.480908 -0.453876
6 F -2.522283 -0.862842 -0.581844
7 F -0.897272 0.590291 -1.286124
8 B -0.804855 -1.335340 -3.833909
9 F -0.346031 -2.240556 -4.717472
10 F 0.244502 -0.575606 -3.262023
11 F -1.647902 -0.365331 -4.408575
12 F -1.618834 -1.999725 -2.834995
13 C -1.110328 3.608303 0.612536
14 C -1.199826 3.508599 -0.846891
15 N -1.241548 3.488279 -1.994509
16 H -2.068253 3.385896 1.069120
17 H -0.651818 4.576009 0.804924
18 H -0.391366 2.818979 0.849296
19 C 1.874150 -0.957282 2.235004
20 C 1.359112 -2.302470 2.448896
21 N 0.943119 -3.356542 2.629752
22 H 1.224421 -0.229181 2.720123
23 H 1.958193 -0.699577 1.182876
24 H 2.847054 -0.873352 2.719726
25 C -1.830672 -2.542078 4.026129
26 C -2.162004 -2.624538 2.625670
27 N -2.412558 -2.656942 1.506589
28 H -0.830427 -2.157457 4.217990
29 H -1.795137 -3.531363 4.482153
30 H -2.532443 -1.875945 4.527301
31 C 3.902790 2.260833 -1.651663
32 C 2.520370 1.899836 -1.959523
33 N 1.429719 1.633606 -2.192770
34 H 4.177833 3.272765 -1.930289
35 H 4.535997 1.540318 -2.170407
36 H 4.019107 2.090660 -0.580823

Cartesian forces, eV/Å:
0.3338 4.6872 0.8586
1.0375 -1.7083 3.1561
-0.8063 0.6405 0.6618
-0.0743 -0.0139 -0.2897
-0.2465 -2.2725 -0.6618
0.3221 -0.6453 -0.2076
-0.1966 0.4660 -0.7667
1.0829 -0.9331 -0.9280
-0.2101 0.1673 0.3016
-0.5764 0.8517 -0.1216
-0.0817 2.2623 0.2756
-0.2280 -1.5634 1.9393
0.7070 -0.5586 -1.2511
-0.3457 0.2830 0.1846
0.3132 -1.5472 -1.2580
-0.0214 0.3426 0.1559
-0.3499 0.0772 0.4783
-0.0854 0.0567 0.4207
0.1986 0.2633 0.4761
0.0032 0.0938 -0.2334
-0.1228 -0.0166 -0.1173
-0.1225 -0.0612 -0.0612
-0.0255 -0.1987 -0.0587
0.0644 -0.0420 -0.1359
0.1452 0.1074 0.7548
0.4460 0.0066 -0.2040
0.4394 -0.9871 -1.5123
0.0251 0.1994 -0.5497
-0.4626 -0.0602 -0.0927
-0.1682 -0.2371 0.0677
-0.2249 -0.9480 0.2524
0.1091 0.5871 -0.2333
-0.9793 0.2752 -1.2672
-0.2670 0.0793 -0.0334
0.1336 0.1187 -0.0167
0.2341 0.2281 0.0167

natural (NBO) population analysis, charges in e, atoms 1 to 2:
1. Be 1.778
2. Be 1.733

(2)
DFT (ωB97M-V/def2-TZVPD) results for a structure of composition C8H12B2F8K3O6.

Output
**E_HOMO (spin up / spin down)**: -4.244 / -10.392 eV
**Orbital gap (spin up / spin down)**: 3.1 / 9.5 eV
**Spin multiplicity**: 2

Element x y z (Å)
1 K 2.039995 -2.647412 2.469525
2 K -0.656790 -5.023788 -0.222681
3 K -2.070980 -0.196004 -1.557037
4 B -0.684657 -1.349742 -4.054152
5 F -0.482564 -1.794034 -2.787127
6 F -0.891588 0.034578 -4.053391
7 F 0.440174 -1.544886 -4.766000
8 F -1.822224 -1.980727 -4.678132
9 B -0.496873 -2.167425 0.434652
10 F -0.717966 -2.897942 1.588285
11 F 0.641065 -2.609013 -0.200022
12 F -1.464801 -2.449695 -0.406515
13 F -0.431783 -0.801941 0.572357
14 C -1.898155 0.072635 5.211336
15 C -1.708575 0.024189 3.618645
16 C -2.942547 -0.595977 2.941276
17 O -3.121827 0.331789 1.897741
18 C -2.474057 1.451979 2.024628
19 O -2.655653 2.526931 1.410128
20 O -1.823493 1.408744 3.189577
21 H -1.224004 0.832657 5.606297
22 H -1.735309 -0.807377 5.833547
23 H -2.905392 0.385173 5.486822
24 H -0.702519 -0.281509 3.331440
25 H -3.932296 -0.585045 3.397769
26 H -2.562915 -1.545256 2.563333
27 C 1.623371 1.144019 -1.224815
28 C 2.937174 1.637791 -1.742772
29 C 3.655341 1.076409 -2.942032
30 O 3.917651 2.189370 -3.764906
31 C 3.255198 3.254269 -3.256571
32 O 3.353456 4.357308 -3.756177
33 O 2.671624 2.929208 -2.157246
34 H 0.814455 1.029569 -1.946381
35 H 1.116672 1.760432 -0.482258
36 H 1.785580 0.163777 -0.776569
37 H 3.674457 1.706216 -0.942879
38 H 2.923767 0.356124 -3.308217
39 H 4.556991 0.604608 -2.551478

Cartesian forces, eV/Å:
-0.0171 -0.1015 -0.0988
0.1188 0.0767 -0.1381
0.0295 0.2988 -0.2584
-0.8198 0.0959 -2.5385
-0.3086 -0.7122 2.1105
-0.8922 1.0994 0.8594
1.4918 -0.7901 -1.1241
0.5429 0.2798 0.8948
1.5222 0.8227 0.0353
0.2350 -0.2010 1.4899
2.0822 -0.7281 0.2503
-4.0793 -1.1175 -2.2955
0.0829 1.1650 1.0698
0.4300 0.4807 -0.7564
-1.5917 1.2718 3.5930
1.8925 0.1347 -0.4501
-1.3226 -1.1380 -3.5539
-1.0978 4.9676 0.6008
0.8768 -4.0361 0.9590
1.3416 -0.1660 0.2707
0.0609 0.0369 -0.0866
0.3156 -0.4703 -0.7262
-0.0961 0.1907 -0.4615
-0.3982 -0.6321 -0.2049
0.5673 -0.5346 0.8982
-0.9184 -0.2507 -0.2476
-0.7265 -1.7257 0.3854
0.0399 0.7752 1.3434
-0.8756 -1.5637 0.8470
-0.0271 -0.7090 -0.2725
2.1823 2.4912 -2.5000
-0.7257 -1.6105 0.8404
-1.5589 2.4608 1.1785
0.5027 -0.1409 -0.8012
0.8481 0.3955 0.3035
-0.2167 -0.1624 0.0974
-0.1972 0.0332 0.5082
0.5671 -0.2000 -1.2178
0.1392 -0.0863 -0.8032

natural (NBO) population analysis, charges in e, atoms 1 to 2:
1. K 0.173
2. K 0.843

(3)
DFT (ωB97M-V/def2-TZVPD) results for a structure of composition C8H12B3F8N4O8RuSe.

Output
**E_HOMO (spin up / spin down)**: -13.919 / -13.892 eV
**Orbital gap (spin up / spin down)**: 6.1 / 6.1 eV
**Net charge**: +1

Element x y z (Å)
1 Ru 0.431402 0.181652 0.098858
2 C -2.652860 0.363028 -2.859399
3 C -1.560911 0.024106 -1.924943
4 N -1.035341 0.852587 -1.095158
5 O -1.589392 2.064792 -0.956638
6 B -0.756262 3.133181 -0.344295
7 F -1.479158 4.244712 -0.240846
8 F 0.493986 3.179826 -0.865548
9 O -0.476074 2.713782 1.254468
10 N 0.204290 1.667741 1.443281
11 C 0.660974 1.379051 2.665100
12 C 0.500043 2.299417 3.821942
13 C 1.232233 0.076915 2.740348
14 N 1.305952 -0.601148 1.572068
15 O 1.600560 -1.909748 1.660848
16 B 2.208790 -2.482228 0.479234
17 F 3.006371 -1.678273 -0.217781
18 F 2.385739 -3.779392 0.560229
19 O 0.748015 -2.476886 -0.800227
20 N 0.248844 -1.408407 -0.999145
21 C -1.082770 -1.425510 -1.815881
22 C -0.893462 -2.148229 -3.127735
23 C 1.695828 -0.556003 3.988714
24 H -3.184948 1.244005 -2.513892
25 H -3.337926 -0.479239 -2.949239
26 H -2.221519 0.565988 -3.844838
27 H 0.174888 3.276390 3.475372
28 H 1.443268 2.404681 4.356973
29 H -0.250514 1.914871 4.515654
30 H -0.315064 -3.055663 -2.966780
31 H -0.392426 -1.516652 -3.856870
32 H -1.875418 -2.435135 -3.498905
33 H 1.536771 0.085761 4.847770
34 H 2.757922 -0.800145 3.897065
35 H 1.170270 -1.505234 4.122060
36 O -2.977594 -2.595264 1.432378
37 Se -2.568752 -1.377777 0.528010
38 O -3.561623 -0.256156 0.014029
39 O -1.139259 -0.700422 1.117893
40 O -1.938982 -2.158504 -0.995344
41 F 1.905721 0.946939 -0.719521
42 B 2.407804 0.700453 -2.961939
43 F 2.452492 1.984549 -3.204134
44 F 3.484957 -0.013481 -2.738702
45 F 1.233142 0.055077 -3.094530

Cartesian forces, eV/Å:
-0.5237 0.3414 0.0832
0.0076 -0.0193 -0.0084
-0.0342 -0.0714 -0.0614
0.0795 0.0962 0.0650
0.0303 -0.0361 0.0607
0.0200 -0.0493 -0.1608
0.0328 -0.0330 0.0337
-0.0844 0.0017 0.0320
0.0344 0.0301 0.0358
0.1409 0.0344 0.0906
-0.0443 -0.0424 0.0292
0.0025 0.0068 -0.0331
0.0246 -0.0599 -0.1438
0.2432 -0.0330 0.3920
-0.1647 0.0705 0.0023
0.6982 -0.0090 0.3692
-0.0933 -0.0850 0.0176
-0.0767 0.0878 -0.0353
-0.3344 0.0504 -0.3809
-0.1246 -0.3283 -0.2509
0.0733 -0.0248 -0.0953
-0.0498 0.0249 -0.0177
0.0017 0.0071 -0.0364
0.0086 -0.0015 0.0031
0.0017 0.0085 -0.0079
-0.0073 0.0039 -0.0036
0.0112 -0.0052 0.0022
-0.0045 -0.0023 0.0125
-0.0051 -0.0030 -0.0017
-0.0246 -0.0206 0.0359
0.0312 -0.0095 0.0199
-0.0122 0.0316 -0.0060
0.0029 0.0015 0.0049
-0.0091 -0.0156 0.0084
-0.0048 0.0007 0.0031
-0.1488 -0.2328 0.1526
0.3283 -0.0421 -0.0864
-0.1764 0.1756 -0.0603
0.0847 0.1673 -0.0756
0.0315 -0.0036 0.0498
0.0132 -0.0060 -0.0039
0.0470 0.0487 0.0032
-0.0190 -0.0263 -0.0024
-0.0207 -0.0065 -0.0109
0.0135 -0.0224 -0.0240

natural (NBO) population analysis, charges in e, atoms 1 to 2:
1. Ru 1.137
2. C -0.703

(4)
DFT (ωB97M-V/def2-TZVPD) results for a cluster of 6 separate species, C8H12Cl16 in total.

Output
**E_HOMO**: -10.713 eV
**Orbital gap**: 10.9 eV
**Energy relative to the best compared isomer or geometry (same formula, charge and spin)**: 52.8 kJ/mol

Element x y z (Å)
1 Cl -4.684621 -10.195795 27.830298
2 C -3.811622 -9.880328 26.346280
3 C -3.461172 -8.400573 26.247985
4 Cl -4.943534 -7.370333 26.169432
5 H -4.489131 -10.124119 25.528789
6 H -2.937155 -10.517243 26.247716
7 H -2.873927 -8.126441 25.376271
8 H -2.959457 -8.030233 27.137880
9 Cl -5.406382 -14.961701 21.892988
10 C -6.440378 -13.760523 21.060912
11 C -7.859121 -13.923786 21.584122
12 Cl -8.902751 -12.586509 21.041003
13 H -6.375100 -13.946922 19.990974
14 H -6.038614 -12.771763 21.258061
15 H -7.781899 -13.817799 22.665960
16 H -8.303327 -14.889430 21.370716
17 C -4.774520 -8.973010 22.554786
18 Cl -6.081165 -7.834527 22.702370
19 Cl -5.203594 -10.525925 23.318368
20 Cl -3.225487 -8.340023 23.133524
21 H -4.643014 -9.137826 21.493107
22 C -7.687971 -11.752781 25.541277
23 Cl -8.514040 -11.783469 27.099453
24 Cl -8.445397 -10.542410 24.488980
25 Cl -7.612120 -13.359825 24.807815
26 H -6.664645 -11.428152 25.684733
27 C -4.069564 -14.352562 25.437541
28 Cl -4.868282 -13.795159 26.945180
29 Cl -3.248079 -15.903908 25.692138
30 Cl -2.975270 -13.140193 24.831280
31 H -4.890277 -14.525129 24.753994
32 C -11.924633 -10.956772 22.994083
33 Cl -11.561087 -10.679000 21.294378
34 Cl -12.622960 -12.593797 23.232291
35 Cl -12.994637 -9.742670 23.608615
36 H -10.976164 -11.010142 23.508780

Cartesian forces, eV/Å:
-0.1853 -0.3658 0.6563
-0.1240 0.9023 -0.9820
-0.0753 0.4649 0.6721
0.1350 -0.2722 -0.1754
0.2309 -0.0044 0.2429
0.1249 0.0382 0.2980
-0.0739 -0.3678 0.3587
0.1569 -0.2773 0.0761
0.0781 0.0128 -0.0162
-0.3764 -0.1981 -0.4718
0.6525 0.3695 0.7590
0.0973 -0.2546 -0.1126
0.0490 -0.0789 0.0323
-0.0705 0.0321 0.1961
-0.3192 -0.1328 -0.5208
-0.0392 0.0381 -0.3678
0.0179 -0.1856 -0.4121
-0.1836 0.3016 0.1954
0.2219 0.1243 -0.5481
-0.2276 -0.1250 -0.5200
0.0314 -0.2936 0.0636
-0.0246 0.3868 0.1943
0.1740 -0.1345 -0.1576
-0.0370 -0.2852 -0.0410
-0.1662 0.2525 0.4246
0.0133 -0.0258 0.2111
-0.5638 -0.4052 0.7637
0.3875 -0.1010 -0.2512
-0.1013 0.2788 -0.0293
0.0960 0.1301 -0.2030
0.1954 0.0939 -0.3123
0.1387 -1.1101 -0.2808
-0.1478 0.1368 -0.1635
0.0419 0.2902 -0.1193
-0.0916 0.3500 0.3065
-0.0350 0.4150 0.2340

natural (NBO) population analysis, charges in e, atoms 1 to 2:
1. Cl -0.041
2. C -0.428

(5)
DFT (ωB97M-V/def2-TZVPD) results for a cluster of 2 separate species, C8H12Cl2N3 in total.

Output
**E_HOMO**: -11.871 eV
**Orbital gap**: 8.9 eV
**Net charge**: +1
**Energy relative to the best compared isomer or geometry (same formula, charge and spin)**: 0.0 kJ/mol

Element x y z (Å)
1 C 2.361289 2.947999 3.159529
2 N 3.411359 3.769199 3.225909
3 N 2.327329 1.991999 2.237969
4 N 1.348989 3.093399 4.022499
5 C 3.386479 1.764129 1.260149
6 H 4.186899 3.660708 2.567659
7 H 3.441078 4.506658 3.934299
8 H 1.507589 1.380419 2.215329
9 H 0.542510 2.465839 3.974619
10 H 1.381310 3.831708 4.729878
11 H 3.093639 0.911450 0.624710
12 H 4.343028 1.522989 1.753599
13 H 3.535419 2.647559 0.616750
14 Cl 0.421090 -1.327719 -1.327649
15 Cl -2.436229 0.671760 3.839579
16 C -1.167410 0.372420 0.055960
17 C -0.208980 -1.475349 1.300939
18 C -1.806119 0.819370 1.211010
19 C -0.847690 -1.028399 2.455999
20 C -0.373130 -0.771940 0.108690
21 C -1.641969 0.115960 2.403269
22 H -1.285290 0.913820 -0.891980
23 H 0.420470 -2.374729 1.323760
24 H -2.435559 1.718759 1.188179
25 H -0.729810 -1.569789 3.403939

Cartesian forces, eV/Å:
-0.0417 -0.0476 -0.0212
0.2986 0.2384 0.0228
-0.5126 -0.2951 0.0778
-0.1672 0.0409 0.1604
0.2941 -0.1220 -0.3293
-0.5360 0.2350 0.6133
0.1531 -0.5246 -0.6273
0.4772 0.3483 -0.0209
0.4547 0.5336 0.1900
-0.2167 -0.6563 -0.4947
0.1606 0.4683 0.3367
-0.3838 -0.0248 -0.1284
-0.1700 -0.3274 0.1724
-0.0041 0.0335 0.0571
0.0279 0.0706 0.0810
0.0154 0.1290 -0.1784
0.1816 -0.1484 0.0022
-0.0885 0.2247 0.0120
0.0758 -0.0709 0.2404
-0.1170 0.0979 0.2158
0.2226 -0.1103 -0.3513
0.0356 -0.3008 0.4910
-0.3585 0.4477 -0.0172
0.2918 -0.4880 -0.0044
-0.0930 0.2485 -0.5001

natural (NBO) population analysis, charges in e, atoms 1 to 2:
1. C 0.672
2. N -0.772

(6)
DFT (ωB97M-V/def2-TZVPD) results for a structure of composition C8H12Cl6F6NaO6S2.

Output
**E_HOMO**: -6.869 eV
**Orbital gap**: 8.7 eV
**Net charge**: -1
**Energy relative to the best compared isomer or geometry (same formula, charge and spin)**: 0.0 kJ/mol

Element x y z (Å)
1 Na 0.831352 0.964259 0.239608
2 C 0.128722 -2.351067 -3.006075
3 F -0.322856 -2.970009 -1.936490
4 F 0.354065 -3.260710 -3.936916
5 F -0.807841 -1.508821 -3.438281
6 S 1.726727 -1.404146 -2.607590
7 O 2.621427 -2.439197 -2.109566
8 O 2.115728 -0.746849 -3.851721
9 O 1.277150 -0.473080 -1.581984
10 C -0.471589 0.403224 4.814606
11 F -1.133824 -0.079001 5.890953
12 F -1.008651 1.554598 4.390315
13 F 0.820840 0.636212 5.212043
14 S -0.499249 -0.866105 3.413921
15 O -1.884833 -1.297891 3.376515
16 O -0.062562 -0.067754 2.278524
17 O 0.438350 -1.893861 3.821689
18 Cl -0.396919 4.560081 -4.175950
19 C -1.186376 2.993444 -4.016866
20 C -0.437216 2.013639 -3.113104
21 Cl -0.196082 2.735190 -1.502590
22 H -1.330092 2.566400 -5.009073
23 H -2.204435 3.060600 -3.627497
24 H 0.569690 1.802510 -3.463074
25 H -0.991028 1.087797 -2.986734
26 Cl -1.792256 -0.328041 -0.477634
27 C -3.362443 -0.846143 -1.166356
28 C -3.919724 0.072173 -2.233764
29 Cl -4.258982 1.737405 -1.670739
30 H -4.029295 -0.934632 -0.314627
31 H -3.175534 -1.797488 -1.660003
32 H -4.860077 -0.320107 -2.610265
33 H -3.189069 0.141798 -3.037554
34 Cl 2.940175 -0.244809 1.824381
35 C 3.664898 0.302389 3.377934
36 C 4.029999 -0.944288 4.146368
37 Cl 4.532997 -0.607497 5.820439
38 H 2.925131 0.917148 3.883698
39 H 4.527063 0.935793 3.178541
40 H 4.843396 -1.487959 3.672585
41 H 3.173240 -1.615188 4.192336

Cartesian forces, eV/Å:
-0.0249 -0.8535 0.2090
1.9140 0.8647 0.4124
-0.4542 -0.3207 0.6808
-0.0528 -0.4157 -0.6986
-0.7024 0.3446 -0.3688
0.8341 -0.6431 -0.3382
-0.7477 0.6256 -0.5186
-0.5620 -0.5209 0.6370
-0.3462 0.5590 0.4541
0.6191 -1.2555 -0.3882
0.2752 0.7657 -0.5671
0.0923 -0.1534 0.6704
-0.9574 0.1992 -0.2101
-0.5236 -0.8220 0.3999
0.5339 0.5477 -0.0245
0.0180 0.5245 -0.3154
0.0009 0.5931 0.0755
-0.0612 0.1533 -0.0442
-0.6298 -1.2091 0.3587
0.4692 0.3961 -0.6107
-0.2076 0.3370 0.3529
0.4588 -0.0545 -0.0538
0.1273 0.6870 0.1666
-0.0832 -0.1913 -0.1619
0.0069 -0.0134 0.0347
-0.4536 -0.0391 -0.2428
0.0688 0.3055 0.0435
0.4772 0.0979 0.1477
0.0788 -0.0922 0.0232
-0.0941 -0.1889 -0.0685
-0.0793 -0.1732 0.2389
0.0114 -0.1039 -0.0303
-0.1498 0.0867 -0.1095
0.5819 0.1407 -0.0054
-0.0961 0.2750 0.0221
-0.3095 -0.5834 -0.1808
0.0768 0.2609 0.0882
-0.1334 -0.2562 0.1013
0.0543 -0.1540 -0.1960
0.0582 0.1419 -0.0668
-0.0882 0.1381 0.0835

natural (NBO) population analysis, charges in e, atoms 1 to 2:
1. Na 0.920
2. C 0.707

We obtain strongest force on any atom values of 0.09289 0.09962 0.01536 0.02605 0.01653 0.04162 Eh/bohr for the records listed above, in that order.